Entry 1:
{
  "formula": "C33H52AsF6InN5O5SSbSi3",
  "method": "ωB97M-V with the def2-TZVPD basis set",
  "spin_multiplicity": 2,
  "de_lowest_kcal_mol": 32.2,
  "total_energy_ha": -6470.96011,
  "total_charge": -1,
  "homo_lumo_gap_ev": [7.4, 6.6],
  "max_force_ev_per_a": 1.0,
  "symbols": ["In", "N", "C", "S", "N", "N", "C", "C", "C", "C", "C", "C", "C", "O", "H", "H", "H", "H", "H", "H", "H", "C", "C", "C", "C", "H", "H", "H", "H", "H", "H", "H", "H", "H", "F", "Sb", "F", "F", "F", "F", "F", "C", "Si", "C", "C", "As", "Si", "C", "C", "C", "Si", "C", "C", "C", "H", "H", "H", "H", "H", "H", "H", "H", "H", "H", "H", "H", "H", "H", "H", "H", "H", "H", "H", "H", "H", "H", "H", "H", "H", "H", "H", "C", "C", "C", "N", "C", "C", "H", "H", "H", "H", "H", "O", "C", "O", "C", "C", "C", "C", "C", "C", "N", "O", "O", "H", "H", "H", "H"],
  "xyz": [[-0.84484, -1.37113, -1.08815], [0.73937, 0.18213, 3.46614], [0.56103, -0.29571, 2.18827], [-0.73561, -1.28806, 1.85858], [1.48267, 0.09353, 1.28474], [1.38025, -0.55935, 0.01774], [2.48555, -1.12912, -0.29178], [2.78665, -1.95617, -1.43716], [4.01589, -2.63490, -1.33046], [4.38174, -3.61590, -2.21745], [3.47773, -3.95350, -3.22648], [2.27844, -3.29191, -3.36844], [1.92082, -2.24119, -2.51355], [0.78683, -1.54040, -2.68314], [0.09613, -0.24017, 4.11771], [1.68803, 0.24787, 3.80802], [3.30497, -1.07685, 0.42942], [4.66875, -2.38216, -0.50039], [5.33024, -4.12651, -2.11589], [3.71456, -4.75386, -3.91699], [1.59985, -3.58282, -4.15541], [-4.06524, -2.78016, -1.24812], [-3.77920, -1.75056, -0.15778], [-5.08760, -1.12254, 0.33295], [-2.84113, -0.65214, -0.65593], [-4.75874, -3.54270, -0.88560], [-3.15502, -3.28424, -1.57259], [-4.50254, -2.29327, -2.12460], [-3.31167, -2.26984, 0.68526], [-5.58192, -0.59382, -0.48759], [-4.91074, -0.40779, 1.14126], [-5.77392, -1.88983, 0.70312], [-2.69495, 0.12302, 0.10058], [-3.19229, -0.20877, -1.58919], [-1.42018, -0.48737, -3.24226], [-0.49507, -1.70215, -4.46939], [1.30775, -1.43992, -5.14047], [-1.25415, -2.86091, -3.05058], [-0.12126, -3.40420, -5.26705], [-2.18930, -1.97445, -5.31055], [-0.60000, -0.10402, -5.54792], [3.53652, 1.80679, -0.01634], [2.80718, 1.29884, 1.60790], [4.04918, 0.46486, 2.73920], [2.17410, 2.85778, 2.42049], [-1.21058, 2.50725, 1.22573], [-1.31255, 4.70879, 0.40142], [0.26215, 5.00614, -0.59442], [-2.78947, 5.02228, -0.71469], [-1.35757, 6.02879, 1.74399], [-2.85337, 2.68382, 2.90062], [-4.42038, 3.56846, 2.36013], [-3.35225, 0.97569, 3.49718], [-2.16135, 3.59046, 4.39928], [4.14162, 2.70324, 0.14823], [2.73934, 2.06656, -0.71336], [4.17168, 1.05171, -0.48304], [5.06352, 0.59854, 2.35366], [3.87877, -0.61131, 2.82330], [4.02853, 0.89435, 3.74505], [3.00503, 3.33476, 2.95100], [1.36393, 2.68984, 3.12816], [1.81721, 3.55302, 1.65705], [0.72783, 4.06315, -0.89255], [0.99304, 5.57934, -0.01690], [0.04094, 5.56211, -1.50913], [-2.75092, 4.39864, -1.61013], [-2.79303, 6.07000, -1.02891], [-3.73228, 4.81558, -0.20413], [-0.55021, 5.88908, 2.46831], [-2.30432, 6.02566, 2.28948], [-1.23301, 7.01455, 1.28611], [-4.83161, 3.12543, 1.44925], [-4.23980, 4.62863, 2.16441], [-5.17743, 3.49348, 3.14554], [-3.35826, 0.23967, 2.69126], [-4.35032, 1.00475, 3.94299], [-2.65439, 0.61162, 4.25587], [-1.90378, 4.62655, 4.17314], [-1.25624, 3.09507, 4.76282], [-2.89701, 3.58835, 5.20933], [-0.05873, 2.76383, -4.35953], [1.06234, 2.07144, -3.93493], [1.02194, 1.44095, -2.70454], [-0.03303, 1.47684, -1.88643], [-1.10330, 2.14599, -2.31739], [-1.16493, 2.80603, -3.53082], [-0.08194, 3.22343, -5.33895], [1.93353, 1.96870, -4.56648], [1.86369, 0.84543, -2.37477], [-1.96236, 2.13425, -1.65241], [-2.07986, 3.29382, -3.84113], [-1.42161, -4.21469, 0.58061], [-0.27966, -4.06572, 0.17831], [0.16444, -3.17022, -0.62897], [0.86910, -4.91309, 0.67927], [0.85105, -6.29714, 0.63832], [1.98912, -7.02784, 0.96873], [3.15233, -6.38213, 1.34656], [3.14067, -4.99664, 1.40471], [2.02573, -4.25522, 1.07830], [4.37470, -4.28796, 1.77917], [5.38750, -4.94339, 1.92738], [4.32359, -3.07653, 1.91113], [-0.05860, -6.80413, 0.34050], [1.97103, -8.10855, 0.91600], [4.05742, -6.92226, 1.58015], [2.05350, -3.17566, 1.11102]],
  "atomic_forces_ev_per_a": [[0.1, -0.2, -0.3], [0.0, 0.0, 0.0], [-0.1, -0.1, 0.0], [0.0, 0.0, 0.3], [0.0, 0.1, 0.0], [0.0, 0.1, 0.0], [0.0, 0.0, -0.1], [0.1, 0.0, 0.0], [0.0, 0.1, 0.0], [0.0, 0.0, 0.0], [0.0, 0.0, 0.0], [0.0, 0.0, -0.1], [-0.3, 0.2, 0.1], [0.4, 0.0, 0.2], [0.0, 0.0, 0.0], [0.0, 0.0, 0.0], [0.0, 0.0, 0.0], [0.0, 0.0, 0.0], [0.0, 0.0, 0.0], [0.0, 0.0, 0.0], [0.0, 0.0, 0.0], [0.1, 0.0, 0.1], [-0.1, 0.1, 0.0], [0.0, -0.1, 0.0], [0.5, -0.2, -0.1], [0.0, 0.0, 0.0], [0.0, 0.0, 0.0], [0.0, 0.0, 0.0], [0.0, 0.0, 0.0], [0.0, 0.0, 0.0], [0.0, 0.0, 0.0], [0.0, 0.0, 0.0], [-0.1, 0.1, 0.0], [-0.1, 0.0, 0.1], [0.3, 0.4, 0.1], [-0.6, 0.0, -0.8], [0.1, 0.0, 0.2], [0.0, -0.2, 0.1], [0.1, -0.1, 0.0], [0.0, -0.1, 0.1], [0.0, 0.1, 0.0], [0.1, -0.1, -0.1], [-0.2, 0.0, -0.1], [0.0, -0.1, 0.1], [-0.1, 0.0, 0.0], [-0.1, 0.0, 0.1], [0.1, 0.3, -0.1], [0.1, -0.1, 0.0], [-0.1, -0.2, 0.0], [0.0, -0.1, 0.2], [-0.2, 0.0, 0.3], [0.0, 0.1, -0.2], [0.1, -0.1, -0.1], [0.2, 0.1, 0.0], [0.0, 0.0, 0.0], [0.0, 0.0, 0.0], [0.0, 0.0, 0.0], [0.0, 0.0, 0.0], [0.0, 0.0, 0.0], [0.0, 0.0, 0.0], [0.0, 0.0, 0.0], [0.0, 0.0, 0.0], [0.0, 0.0, 0.0], [0.0, 0.0, 0.0], [0.0, 0.0, 0.0], [0.0, 0.0, 0.0], [0.0, 0.1, 0.0], [0.0, 0.0, 0.0], [0.0, 0.0, 0.0], [0.0, 0.0, 0.0], [0.0, 0.0, 0.0], [0.0, 0.0, 0.0], [0.0, 0.0, 0.0], [0.0, 0.0, 0.0], [0.0, 0.0, 0.0], [0.0, 0.0, 0.0], [0.0, 0.0, 0.0], [0.0, 0.0, 0.0], [0.0, 0.0, 0.0], [0.0, 0.0, 0.0], [0.0, 0.0, 0.0], [0.1, 0.0, -0.1], [0.0, 0.0, -0.1], [-0.1, 0.0, 0.1], [0.0, 0.1, -0.2], [0.1, 0.0, 0.2], [0.0, 0.0, -0.1], [0.0, 0.0, 0.0], [0.0, 0.0, 0.0], [0.0, 0.0, 0.0], [0.0, 0.0, 0.0], [0.0, 0.0, 0.0], [0.0, -0.2, -0.1], [0.1, 0.3, 0.3], [-0.3, 0.0, 0.2], [0.1, -0.1, -0.2], [-0.1, -0.1, 0.1], [0.0, 0.0, 0.0], [0.1, 0.0, 0.0], [0.0, 0.0, 0.0], [0.0, 0.1, 0.0], [-0.1, -0.1, 0.0], [0.0, 0.0, 0.0], [0.0, 0.0, 0.1], [0.0, 0.0, 0.0], [0.0, 0.0, 0.0], [0.0, 0.0, 0.0], [0.0, -0.1, 0.0]]
}



Entry 2:
{
  "formula": "C33H52BBrO15",
  "method": "ωB97M-V with the def2-TZVPD basis set",
  "smiles": "CCB(O)[C@H]1COC(=O)[C@H]1[C@@H](Br)CC.O=C1CCCO1.O=C1CCCO1.O=C1CCCO1.O=C1CCCO1.O=C1CCCO1.O=C1CCCO1",
  "total_energy_ha": -5016.23604,
  "total_charge": 0,
  "homo_lumo_gap_ev": 9.9,
  "max_force_ev_per_a": 4.9,
  "symbols": ["C", "C", "B", "O", "C", "C", "O", "C", "O", "C", "C", "Br", "C", "C", "H", "H", "H", "H", "H", "H", "H", "H", "H", "H", "H", "H", "H", "H", "H", "H", "O", "C", "C", "C", "C", "O", "H", "H", "H", "H", "H", "H", "O", "C", "C", "C", "C", "O", "H", "H", "H", "H", "H", "H", "O", "C", "C", "C", "C", "O", "H", "H", "H", "H", "H", "H", "O", "C", "C", "C", "C", "O", "H", "H", "H", "H", "H", "H", "O", "C", "C", "C", "C", "O", "H", "H", "H", "H", "H", "H", "O", "C", "C", "C", "C", "O", "H", "H", "H", "H", "H", "H"],
  "xyz": [[2.57337, 2.91972, -0.22431], [1.52582, 3.23648, -1.32564], [0.61709, 2.01498, -1.71068], [0.50387, 1.73602, -3.05229], [-0.21930, 1.07594, -0.72445], [0.29292, 0.75308, 0.66683], [-0.81924, -0.01028, 1.22202], [-1.93344, 0.12178, 0.52574], [-2.88452, -0.51167, 0.67574], [-1.74579, 1.23482, -0.55207], [-2.37148, 2.55491, -0.09694], [-1.18338, 3.74265, 0.89727], [-3.06316, 3.23885, -1.28959], [-3.48987, 4.68566, -0.98991], [2.77039, 1.84961, -0.21167], [3.48198, 3.50627, -0.29897], [2.12764, 3.17731, 0.73823], [0.95832, 4.12600, -1.06372], [2.08563, 3.51146, -2.22526], [0.06543, 0.87656, -3.13090], [-0.15772, 0.08586, -1.21281], [1.17229, 0.12068, 0.61481], [0.43061, 1.57794, 1.35652], [-2.14389, 0.82894, -1.47814], [-3.17257, 2.29698, 0.58819], [-2.47983, 3.14072, -2.20454], [-3.98020, 2.66271, -1.43343], [-4.28667, 4.95821, -1.68100], [-2.63135, 5.33231, -1.15137], [-3.83016, 4.75089, 0.03869], [2.52216, -1.03217, -0.14619], [2.62616, -2.08281, 0.42945], [1.84232, -3.34273, 0.15220], [2.11125, -4.17158, 1.40658], [3.48328, -3.67390, 1.82542], [3.52648, -2.29308, 1.41597], [2.24248, -3.81060, -0.73666], [0.78704, -3.12500, 0.02310], [2.07647, -5.24715, 1.24522], [1.37661, -3.92440, 2.17521], [4.29110, -4.21002, 1.32125], [3.63452, -3.73725, 2.90129], [4.53556, 4.47608, 2.21377], [3.96867, 4.16123, 3.21742], [4.18392, 2.89625, 4.02535], [2.94462, 2.86271, 4.91413], [2.61603, 4.34050, 5.05712], [3.03505, 4.94189, 3.82109], [5.10202, 3.00257, 4.60522], [4.24679, 2.02830, 3.37430], [3.09617, 2.36188, 5.86895], [2.13318, 2.35203, 4.39233], [3.16593, 4.81171, 5.87523], [1.55250, 4.51869, 5.20041], [-7.92560, -2.76685, -3.47717], [-6.87268, -2.43040, -3.02037], [-6.63458, -1.73678, -1.69261], [-5.20764, -1.22138, -1.84455], [-4.60098, -2.24109, -2.79302], [-5.68586, -2.66605, -3.63748], [-6.72044, -2.47238, -0.89165], [-7.34933, -0.93222, -1.54380], [-4.66454, -1.13215, -0.90552], [-5.22262, -0.23719, -2.31915], [-4.20801, -3.11425, -2.26773], [-3.81046, -1.81826, -3.41000], [1.21471, -2.80778, -2.58242], [2.22203, -2.92924, -3.21679], [2.54346, -2.27183, -4.54321], [3.73764, -3.08543, -5.03212], [4.37560, -3.52962, -3.72600], [3.28226, -3.67324, -2.80199], [2.80587, -1.22818, -4.36183], [1.69640, -2.33610, -5.22048], [4.41874, -2.53121, -5.67514], [3.38533, -3.95641, -5.58754], [5.06903, -2.78612, -3.32743], [4.89483, -4.48107, -3.81819], [-6.35702, 5.65504, 1.22339], [-7.04943, 5.49069, 0.26334], [-7.37398, 6.52324, -0.79879], [-8.56842, 5.89394, -1.50920], [-8.30713, 4.40835, -1.31450], [-7.63435, 4.30523, -0.04850], [-6.51316, 6.62838, -1.46098], [-7.62243, 7.47884, -0.34597], [-8.66395, 6.17967, -2.55541], [-9.49015, 6.17762, -0.99834], [-7.65455, 3.99627, -2.08802], [-9.22444, 3.82466, -1.28170], [3.65876, -6.69969, 4.19242], [4.78935, -6.72875, 3.80559], [6.03419, -6.51292, 4.64386], [7.10163, -6.26613, 3.58185], [6.56782, -7.06375, 2.40220], [5.13600, -7.00184, 2.52058], [6.23078, -7.41823, 5.21979], [5.91160, -5.66128, 5.30701], [8.10451, -6.56361, 3.88304], [7.12822, -5.20463, 3.32863], [6.87263, -8.11197, 2.43662], [6.86721, -6.64241, 1.44488]],
  "atomic_forces_ev_per_a": [[-1.2, 0.1, 0.3], [0.9, 0.0, -0.4], [-0.4, 0.7, 0.2], [0.0, -0.5, 0.3], [0.7, 0.1, -0.4], [-0.7, 0.0, 0.2], [0.9, -0.7, 0.9], [3.1, 3.3, -1.8], [-4.0, -2.7, 1.0], [1.4, -1.0, 0.7], [-0.7, -0.5, -1.1], [-0.1, -0.1, 0.0], [-0.3, 0.4, 0.7], [0.4, -0.7, -0.6], [0.5, 0.0, 0.1], [0.1, -0.1, -0.2], [0.1, -0.1, 0.2], [-0.2, 0.0, 0.1], [-0.1, 0.0, -0.1], [-0.1, 0.2, -0.4], [0.1, 0.0, -0.1], [-0.2, 0.1, 0.2], [0.2, 0.2, -0.2], [-0.9, 0.5, 0.0], [0.1, 0.2, 0.4], [0.2, 0.2, 0.0], [0.1, -0.2, -0.1], [0.0, 0.2, 0.1], [-0.1, 0.3, 0.2], [-0.2, 0.2, 0.0], [0.5, -0.1, 0.1], [-0.1, -0.2, -0.6], [0.0, -0.2, 1.1], [-0.2, -0.1, -0.1], [0.0, -0.3, 0.2], [-0.1, 0.1, 0.0], [0.0, 0.0, -0.1], [0.1, 0.1, -0.3], [0.1, 0.0, 0.0], [0.1, 0.0, 0.0], [0.0, 0.0, 0.0], [0.1, 0.2, 0.0], [-0.2, 0.2, 0.0], [0.4, -0.1, -0.1], [-0.6, -0.1, 0.1], [0.1, -0.2, 0.1], [-0.1, -0.1, 0.2], [0.0, -0.1, -0.1], [0.1, 0.0, -0.1], [0.3, 0.1, -0.1], [0.0, 0.1, 0.0], [0.0, 0.0, 0.0], [0.0, 0.0, 0.0], [0.0, 0.2, -0.1], [0.2, 0.0, -0.2], [-0.3, -0.2, 0.3], [0.4, 0.3, -0.2], [0.0, 0.1, 0.3], [0.1, 0.1, 0.1], [-0.1, 0.1, 0.0], [-0.1, 0.0, 0.0], [-0.2, -0.2, 0.1], [0.1, 0.0, 0.0], [0.0, 0.0, 0.0], [0.0, 0.0, 0.0], [-0.1, -0.1, -0.1], [0.1, -0.2, -0.2], [-0.2, 0.5, -0.1], [0.3, -0.4, -0.2], [0.0, 0.1, -0.2], [0.2, 0.0, -0.1], [-0.2, 0.0, 0.0], [-0.1, 0.0, 0.0], [-0.1, 0.2, 0.1], [0.0, 0.0, 0.1], [0.0, 0.0, 0.0], [0.0, 0.0, 0.0], [-0.1, 0.0, 0.2], [-0.1, -0.3, 0.1], [0.4, 0.3, 0.0], [-0.6, -0.2, -0.1], [0.0, 0.2, -0.1], [-0.1, 0.0, -0.2], [0.0, 0.1, 0.1], [0.1, 0.1, 0.1], [0.3, 0.0, 0.1], [0.0, -0.1, 0.0], [0.0, 0.0, 0.0], [0.0, 0.0, 0.0], [0.1, -0.1, 0.1], [-0.1, 0.1, -0.4], [-0.1, -0.2, 0.5], [0.3, 0.3, -0.5], [0.1, 0.0, 0.2], [0.2, 0.0, -0.1], [-0.1, 0.1, 0.1], [-0.1, 0.0, 0.1], [-0.2, -0.2, 0.2], [0.0, -0.1, -0.1], [0.0, 0.0, 0.0], [0.0, 0.0, 0.0], [-0.2, 0.0, -0.1]]
}